Arrangement w

14
Properties=species:S:1:pos:R:3:lowdin_charge:R:1 method="wB97M-V/def2-TZVPD" homo_lumo_gap_ha=0.3194 e_homo_ev=-7.66
C -0.2649 0.5061 -1.2080 -0.18
C -0.4753 0.9138 0.3595 -0.16
C 0.8225 0.4041 -0.1766 -0.28
C -1.4594 -0.1788 0.6357 -0.18
C 1.3245 -0.9858 0.1451 -0.06
C -1.5397 -0.0240 -0.8777 0.03
H 1.5970 1.1697 -0.2695 0.14
H -2.4287 0.1194 1.0267 0.09
H 1.6928 -1.0896 1.1703 0.08
H 2.1229 -1.2568 -0.5529 0.08
H -0.5942 1.9585 0.6345 0.14
H -1.0558 -1.0132 1.2137 0.10
H 0.5149 -1.7031 -0.0096 0.08
H -0.1609 1.1461 -2.0800 0.12

=====

Arrangement x

14
Properties=species:S:1:pos:R:3:lowdin_charge:R:1 method="wB97M-V/def2-TZVPD" homo_lumo_gap_ha=0.3090 e_homo_ev=-9.43
C -0.6176 0.5760 1.5466 -0.10
C 2.8508 -1.3014 -0.0938 0.08
C 1.7976 -0.5460 -0.3320 -0.20
C -0.3217 -0.8976 -1.4715 -0.04
C -0.1434 1.0636 0.1703 -0.20
C 0.5281 -0.0720 -0.5611 -0.31
H -0.9420 1.3621 -0.5701 0.13
H -0.0148 -0.2193 2.0754 0.10
H -0.6488 1.3913 2.2908 0.07
H -1.0669 -1.3402 -0.8052 0.11
H -0.9482 -0.3651 -2.1114 0.06
H 0.7740 1.7158 0.2388 0.13
H 0.3951 -1.5824 -1.8985 0.09
H -1.6421 0.2151 1.5216 0.07

=====

Stability check: which of them is most stable? arrangement w.

=====

Arrangement w

14
Properties=species:S:1:pos:R:3:lowdin_charge:R:1 method="wB97M-V/def2-TZVPD" homo_lumo_gap_ha=0.3772 e_homo_ev=-9.23 smiles="C=C=CC.C#C"
C 1.1961 -1.8682 -0.1718 -0.11
C 0.9363 0.5503 0.1113 -0.13
C 0.4336 -0.6800 0.1727 -0.20
C 1.4519 1.7653 -0.0463 -0.02
C -3.3206 0.5691 0.3386 -0.03
C -2.3649 0.8738 -0.2614 -0.06
H 1.5118 2.2107 -1.0616 0.06
H 0.4938 -2.6215 -0.3421 0.05
H -1.5609 1.4833 -0.7026 0.04
H -3.9998 -0.0023 1.0704 0.07
H 1.9011 -1.7264 -1.0347 0.10
H 2.0807 2.1923 0.7448 0.05
H 1.8391 -2.0907 0.6550 0.07
H -0.5983 -0.6557 0.5276 0.08

=====

Arrangement x

14
Properties=species:S:1:pos:R:3:lowdin_charge:R:1 method="wB97M-V/def2-TZVPD" homo_lumo_gap_ha="0.2853 / 0.2853" e_homo_ev="-7.53 / -7.53"
C -1.2887 -0.7455 0.3644 -0.07
C -0.5592 0.9575 1.4733 0.00
C 0.5876 0.3059 -0.7531 -0.38
C 0.5123 1.2552 0.8930 -0.07
C 1.4354 -0.7797 -0.9010 0.05
C -0.7740 -0.2490 -0.7997 -0.17
H -1.3678 -0.1053 -1.6973 0.11
H 0.7829 1.1456 -1.4226 0.13
H -2.3298 -1.0600 0.4203 0.07
H -0.6291 -1.2327 1.0799 0.08
H 1.3666 1.9035 0.9914 0.08
H 2.3685 -0.7261 -1.4593 0.06
H 1.2056 -1.7260 -0.4222 0.06
H -1.3101 1.0566 2.2330 0.06

=====

Arrangement y

14
Properties=species:S:1:pos:R:3:lowdin_charge:R:1 method="wB97M-V/def2-TZVPD" homo_lumo_gap_ha=0.3279 e_homo_ev=-7.82 smiles="C1=C[C@H]2C[C@H]2C1"
C -0.5509 -1.0357 -0.5030 -0.12
C -0.2522 0.3969 -0.8967 -0.32
C -1.4671 0.3920 -0.0655 -0.07
C 1.2900 -0.2960 0.7801 -0.10
C 1.0287 0.8344 -0.1828 -0.16
C 0.4199 -1.2962 0.6069 -0.11
H -2.4006 0.6038 -0.5933 0.11
H 2.1040 -0.2724 1.4996 0.10
H -0.3676 0.7060 -1.9309 0.13
H 1.8483 0.9451 -0.9018 0.11
H -1.6833 -1.0773 -0.2195 0.11
H -1.4305 0.6407 0.9861 0.11
H 0.9150 1.8029 0.3238 0.11
H 0.4480 -2.2356 1.1520 0.10

=====

Stability check: which of them is most stable? arrangement y.